Record 1
Below is 2 unconnected molecules or ions with the total composition C28H30ClN3O4S, with properties calculated with the ωB97M-V functional and the def2-TZVPD basis.

Summary:
- electronic energy (a.u.) = -2408.27897
- net charge = 0
- LUMO level (eV) = -2.522
- orbital gap (eV) = 2.49

XYZ file:
```
67
Properties=species:S:1:pos:R:3:forces:R:3
C -7.042 -2.440 -1.516 0.07 0.21 0.29
C -7.126 -2.129 -3.014 0.19 -0.04 -0.28
C -5.861 -1.329 -3.363 -0.26 0.59 -0.38
N -4.995 -1.432 -2.202 0.66 0.22 -0.17
C -3.768 -0.825 -2.131 -0.06 0.03 0.08
C -3.540 0.417 -2.785 0.18 0.04 -0.08
C -2.335 1.065 -2.627 0.00 -0.08 0.05
C -1.223 0.426 -2.013 -0.06 -0.07 0.15
C 0.045 1.065 -2.046 -0.19 -0.52 -0.23
C 1.282 0.388 -2.190 0.58 -0.32 0.13
C 1.352 -0.906 -2.794 0.14 0.11 0.05
C 2.564 -1.551 -2.955 0.20 0.12 0.14
C 3.734 -1.033 -2.332 -0.45 0.22 -0.02
N 4.898 -1.789 -2.282 -0.20 -0.63 -0.01
C 5.699 -1.884 -1.068 0.15 0.73 0.22
C 6.921 -2.731 -1.455 -0.21 0.01 0.30
C 6.958 -2.764 -2.985 -0.15 0.08 -0.41
C 5.709 -2.008 -3.474 0.10 0.36 -0.34
C 3.683 0.261 -1.764 0.03 -0.19 0.03
C 2.513 0.989 -1.777 -0.42 0.02 -0.06
C -1.446 -0.837 -1.379 -0.32 -0.04 -0.28
C -2.710 -1.403 -1.369 0.20 0.22 0.03
C -5.620 -2.067 -1.060 0.11 -0.51 0.70
H -7.755 -1.818 -0.968 0.02 -0.24 -0.03
H -7.248 -3.490 -1.298 -0.10 0.19 -0.03
H -7.156 -3.048 -3.607 -0.07 0.16 0.09
H -8.009 -1.530 -3.249 0.06 -0.25 -0.02
H -5.371 -1.709 -4.273 0.03 0.02 0.35
H -6.115 -0.281 -3.579 -0.05 -0.12 0.10
H -4.354 0.887 -3.341 0.34 -0.12 0.26
H -2.193 2.074 -3.012 -0.11 -0.21 -0.02
H 0.065 2.154 -2.038 -0.03 -0.08 0.05
H 0.432 -1.368 -3.161 0.37 0.19 0.00
H 2.638 -2.494 -3.504 -0.12 0.26 0.34
H 6.028 -0.888 -0.729 0.02 -0.15 0.00
H 5.126 -2.322 -0.239 0.00 0.09 -0.32
H 7.818 -2.261 -1.049 -0.03 -0.24 0.02
H 6.831 -3.738 -1.037 0.08 0.16 -0.06
H 7.843 -2.241 -3.355 -0.03 -0.27 -0.06
H 6.957 -3.784 -3.377 0.12 0.13 0.12
H 5.151 -2.535 -4.259 0.09 0.00 0.23
H 6.027 -1.041 -3.911 -0.21 -0.19 0.12
H 4.604 0.684 -1.355 -0.42 -0.07 -0.14
H 2.513 2.024 -1.436 -0.08 -0.28 0.11
H -0.615 -1.332 -0.872 -0.32 0.24 -0.01
H -2.910 -2.320 -0.810 0.21 0.33 -0.22
H -5.655 -1.387 -0.192 0.11 -0.09 -0.35
H -5.050 -2.947 -0.726 -0.19 0.09 -0.18
O 1.145 5.323 8.943 -0.85 -2.12 -0.49
N 0.693 4.167 8.785 0.75 0.77 2.91
O 0.536 3.364 9.737 0.32 1.54 -1.76
C 0.330 3.727 7.477 -0.54 -0.67 -1.87
C -0.188 2.429 7.313 0.15 0.51 0.17
C -0.576 1.993 6.050 0.10 0.38 -0.13
C -0.440 2.850 4.949 0.54 -0.11 0.08
S -0.872 2.280 3.279 2.58 -0.69 -0.36
C 0.643 1.808 2.626 -0.34 1.67 3.51
Cl 0.771 1.354 1.047 0.07 -0.73 -2.67
O -1.730 1.135 3.491 -1.29 -0.02 0.14
O -1.374 3.447 2.589 -0.92 0.09 -0.25
C 0.090 4.138 5.105 -0.10 -0.24 0.36
C 0.476 4.581 6.368 -0.10 -0.22 0.43
H -0.281 1.789 8.185 0.00 0.13 -0.19
H -0.994 0.995 5.936 0.11 0.27 -0.19
H 1.408 1.477 3.317 -0.31 -0.19 -0.03
H 0.191 4.798 4.248 -0.05 -0.26 0.08
H 0.883 5.577 6.513 -0.08 -0.18 0.00
```
Positions in Å, forces in eV/Å.


Record 2
Below is a molecular structure, C2H8N2S, with properties calculated with the ωB97M-V functional and the def2-TZVPD basis.

Summary:
- electronic energy (a.u.) = -588.67350
- net charge = 0
- LUMO level (eV) = 0.584
- orbital gap (eV) = 8.41

XYZ file:
```
13
Properties=species:S:1:pos:R:3:forces:R:3
C 0.479 0.932 -1.506 0.10 0.24 0.20
N -0.030 0.363 -0.278 0.19 -0.36 -0.36
C 0.600 0.439 0.831 -0.20 0.00 0.02
N 0.169 -0.216 1.911 -0.02 -0.05 0.09
H 1.260 1.678 -1.308 -0.10 -0.13 -0.05
H -0.335 1.406 -2.043 -0.09 0.12 -0.06
H 0.881 0.151 -2.144 0.10 -0.11 -0.06
H -0.913 -0.533 -0.320 -0.32 0.25 -0.06
H 1.495 1.045 0.909 0.16 0.09 0.20
H -0.639 -0.824 1.805 -0.05 -0.02 -0.01
H 0.615 -0.133 2.803 0.12 0.06 0.00
S -2.167 -1.623 -0.167 0.14 -0.06 0.09
H -1.416 -2.685 -0.493 -0.02 -0.05 0.01
```
Positions in Å, forces in eV/Å.


Result set for highest occupied orbital energy: -5.01 -7.83 eV, one per record in the order listed.
Result set for F_max: 3.9 0.5 eV Å⁻¹, one per record in the order listed.